Arrangement 1

Formula: C3H6O3P
Source: the OMol25 dataset
Level of theory: wB97M-V/def2-TZVPD

Frontier orbital gap ... 8.1 eV
HOMO energy ... -4.4 eV
LUMO ... 3.67 eV
2S+1 ... 1
Net charge ... -1

Cartesian coordinates (Å):
O: 3.827 1.023 -2.360
O: -2.475 -0.526 1.162
C: -0.584 -1.269 -0.172
C: -1.392 -0.251 0.715
H: 0.132 1.405 0.641
H: -1.512 1.710 1.159
H: -1.381 -2.017 -0.517
H: 0.268 -0.893 -0.830
H: -0.077 -1.839 0.569
O: 1.705 0.260 -1.159
C: -0.744 0.990 1.173
P: 2.361 0.599 -2.490
H: -0.129 0.807 2.111


Arrangement 2

Formula: C3H6O3P
Source: the OMol25 dataset
Level of theory: wB97M-V/def2-TZVPD

Frontier orbital gap ... 8.9 eV
HOMO energy ... -4.9 eV
LUMO ... 3.98 eV
2S+1 ... 1
SMILES ... C[P@](=O)([O-])CC=O
Net charge ... -1

Cartesian coordinates (Å):
H: 0.037 0.658 2.468
C: -0.184 1.026 1.481
O: 2.180 0.262 -1.798
C: 0.315 -0.805 -0.670
P: -1.104 -0.345 0.590
H: 0.385 0.355 -2.572
C: 0.998 -0.007 -1.664
O: -1.404 -1.507 1.475
H: -0.889 1.804 1.459
H: 1.101 -1.174 -0.018
H: 0.672 1.172 0.819
H: 0.047 -1.723 -1.242
O: -2.153 0.285 -0.326


Arrangement 3

Formula: C3H6O3P
Source: the OMol25 dataset
Level of theory: wB97M-V/def2-TZVPD

Frontier orbital gap ... 7.9 eV
HOMO energy ... -3.9 eV
LUMO ... 4.06 eV
2S+1 ... 1
Net charge ... -1

Cartesian coordinates (Å):
O: -1.488 0.890 1.886
C: -3.165 -0.013 -0.436
P: -1.380 0.419 0.469
C: -0.669 -1.483 0.601
H: 0.130 2.547 -0.872
H: -0.549 -1.489 1.682
C: 0.251 1.516 -0.752
O: -3.625 0.667 -1.304
H: 0.369 0.934 -1.636
H: -1.409 -2.184 0.314
O: -3.427 -1.034 0.178
H: 1.128 1.422 -0.125
H: 0.303 -1.723 0.305


Arrangement 4

Formula: C3H6O3P
Source: the OMol25 dataset
Level of theory: wB97M-V/def2-TZVPD

Frontier orbital gap ... 7.4 eV
HOMO energy ... -3.3 eV
LUMO ... 4.10 eV
2S+1 ... 1
Net charge ... -1

Cartesian coordinates (Å):
H: -0.626 -2.624 -0.316
P: 1.090 1.688 -0.176
O: 0.234 0.033 2.162
H: -0.070 -1.355 -1.646
H: 1.646 2.750 0.774
H: 1.045 -1.923 -0.392
O: -1.658 -0.399 0.235
H: -1.754 0.365 0.856
C: -0.355 -0.296 -0.130
C: 0.026 -1.717 -0.616
H: 0.080 2.549 -0.505
O: -0.061 0.551 -1.183
C: 0.404 0.377 0.937


Least stable: arrangement 4